Molecular formula: C43H47N3OsP2S2
Method: DFT, ωB97M-V with the def2-TZVPD basis set

The geometry in XYZ format:
```
98
Properties=species:S:1:pos:R:3:forces:R:3
Os 0.051 0.412 -0.931 -0.50 -0.65 1.18
S 2.639 -1.132 -0.101 0.24 0.05 -0.09
P 1.378 -1.342 1.413 -0.95 0.00 -0.50
C -0.076 -0.410 1.092 1.10 1.57 0.90
P -0.262 1.195 1.746 -0.63 -0.88 -0.10
S 0.467 2.479 0.346 0.21 -0.34 -0.67
C -2.076 1.402 1.907 0.10 0.04 -0.01
C -2.602 2.536 2.522 -0.02 -0.09 -0.13
C -3.970 2.656 2.707 0.07 0.13 0.02
C -4.821 1.646 2.278 -0.07 -0.03 -0.06
C -4.303 0.523 1.650 -0.03 0.01 0.02
C -2.932 0.401 1.464 -0.03 0.03 0.08
C 0.203 1.774 3.419 0.07 -0.33 -0.12
C -0.481 1.221 4.500 0.14 0.01 0.04
C -0.262 1.705 5.778 -0.06 -0.14 -0.01
C 0.645 2.737 5.981 0.05 -0.02 0.07
C 1.339 3.273 4.909 0.10 0.09 0.02
C 1.121 2.795 3.624 -0.07 -0.08 -0.10
C 2.238 -1.134 2.998 -0.26 0.21 -0.11
C 3.346 -0.297 3.046 0.00 0.04 -0.02
C 4.001 -0.089 4.249 0.03 0.05 0.06
C 3.550 -0.719 5.400 0.04 0.05 0.05
C 2.444 -1.555 5.351 -0.05 -0.03 0.13
C 1.784 -1.763 4.152 -0.06 0.06 -0.01
C 0.824 -3.078 1.490 0.06 0.09 -0.01
C -0.472 -3.410 1.114 0.02 -0.08 0.09
C -0.868 -4.741 1.087 0.03 -0.05 -0.02
C 0.032 -5.737 1.437 -0.10 -0.06 -0.04
C 1.330 -5.408 1.807 0.09 -0.03 0.03
C 1.729 -4.081 1.830 -0.08 -0.03 0.02
H -1.931 3.322 2.851 -0.05 0.03 0.07
H -4.371 3.533 3.199 -0.02 0.00 -0.02
H -5.889 1.738 2.429 0.00 0.00 0.01
H -4.965 -0.263 1.309 -0.01 0.00 0.00
H -2.511 -0.468 0.976 0.02 -0.03 0.05
H -1.199 0.428 4.325 -0.02 0.00 0.07
H -0.806 1.281 6.613 0.03 0.01 0.01
H 0.812 3.114 6.982 0.01 0.03 -0.02
H 2.052 4.073 5.069 -0.01 0.00 0.01
H 1.639 3.223 2.775 0.04 0.00 0.03
H 3.689 0.174 2.132 0.01 0.00 0.02
H 4.860 0.569 4.292 0.01 -0.02 -0.01
H 4.061 -0.558 6.341 0.00 0.00 -0.01
H 2.094 -2.038 6.255 0.00 -0.02 -0.02
H 0.920 -2.416 4.105 0.01 0.01 0.05
H -1.158 -2.616 0.844 0.01 0.01 0.04
H -1.877 -4.999 0.791 0.00 -0.01 0.01
H -0.280 -6.774 1.422 0.02 -0.01 -0.01
H 2.030 -6.191 2.070 0.01 0.01 0.03
H 2.741 -3.811 2.108 0.02 -0.05 -0.01
C 2.955 -0.057 -3.360 0.02 0.30 -0.13
C 1.901 1.056 -3.556 0.04 -0.30 0.06
C 2.435 2.349 -2.926 -0.09 -0.18 -0.08
C 1.707 1.246 -5.066 0.04 0.08 0.15
C 0.610 0.617 -2.901 0.70 0.68 -0.54
H 3.893 0.228 -3.849 0.03 -0.06 0.00
H 2.608 -0.997 -3.794 0.00 -0.06 -0.02
H 3.142 -0.216 -2.303 0.08 0.02 -0.06
H 3.436 2.567 -3.306 0.01 0.08 0.02
H 2.481 2.243 -1.841 0.07 0.03 0.01
H 1.778 3.190 -3.160 0.01 0.04 0.03
H 2.651 1.529 -5.538 -0.02 0.03 -0.07
H 0.967 2.024 -5.273 0.00 0.01 -0.03
H 1.364 0.314 -5.522 -0.01 0.01 -0.02
H -0.058 0.157 -3.642 -0.18 0.07 0.13
N -0.311 -1.513 -1.627 0.05 -0.21 -0.31
C 0.213 -2.452 -2.032 -0.46 0.36 0.22
C 0.920 -3.537 -2.577 0.59 -1.09 -0.47
C 1.016 -3.682 -3.969 -0.18 0.35 0.24
C 1.790 -4.690 -4.503 0.09 -0.18 -0.11
C 2.471 -5.570 -3.670 -0.16 0.17 0.09
C 2.354 -5.445 -2.291 0.11 -0.21 -0.09
C 1.582 -4.444 -1.739 -0.25 0.41 0.16
H 0.490 -2.988 -4.611 0.03 0.02 -0.01
H 1.866 -4.792 -5.577 0.01 0.02 0.00
H 3.087 -6.349 -4.098 0.00 -0.02 0.01
H 2.873 -6.136 -1.640 0.01 0.01 0.02
H 1.498 -4.331 -0.665 0.05 -0.01 -0.12
C -2.865 2.798 -0.929 -0.10 0.03 0.01
C -3.744 3.837 -1.672 0.06 -0.09 -0.02
N -3.691 3.598 -3.112 -0.21 0.14 -0.15
C -4.039 2.205 -3.378 0.08 0.05 0.04
C -2.979 1.261 -2.749 -0.01 -0.04 0.01
N -2.061 2.033 -1.898 -0.03 0.11 -0.04
C -1.331 3.007 -2.737 -0.03 -0.01 -0.08
C -2.328 3.840 -3.576 0.02 -0.04 0.13
H -3.485 2.097 -0.372 0.03 0.01 0.00
H -2.186 3.283 -0.228 0.02 -0.04 0.00
H -3.392 4.853 -1.485 -0.03 0.01 -0.01
H -4.786 3.776 -1.349 0.02 0.01 0.04
H -4.095 2.067 -4.460 -0.03 -0.03 0.01
H -5.032 2.025 -2.962 0.01 -0.05 -0.02
H -2.384 0.759 -3.515 0.02 0.00 0.01
H -3.452 0.492 -2.133 0.02 -0.02 0.01
H -0.636 2.454 -3.367 0.02 0.03 0.02
H -0.743 3.635 -2.066 0.01 -0.02 0.01
H -2.281 3.569 -4.634 0.03 0.02 0.00
H -2.115 4.908 -3.494 0.01 0.00 -0.03
```
Positions in Å, forces in eV/Å.

## Properties
- 2S+1 = 5
- ⟨S²⟩ = 6.021
- energy relative to the best compared isomer or geometry (same formula, charge and spin) (eV) = 1.3800
- net charge = 0
- HOMO energy (spin up / spin down) (eV) = -5.69 / -7.13
- DFT total energy (eV) = -92536.1400

Molecular formula: C18H28N8O3PV
Method: DFT, ωB97M-V with the def2-TZVPD basis set

The geometry in XYZ format:
```
59
Properties=species:S:1:pos:R:3:forces:R:3
V -0.588 -0.504 1.181 0.12 -0.09 0.63
N 1.373 -0.399 3.142 0.03 -0.01 -0.02
N 1.452 -1.692 3.687 -0.02 -0.04 0.08
C 0.774 -2.688 3.108 0.02 -0.06 0.07
N 0.693 -3.880 3.655 0.01 0.12 0.01
N 0.244 -2.338 1.910 -0.38 0.20 -0.17
N -0.756 -3.052 1.341 -0.01 0.74 -0.29
O -1.270 -2.304 0.426 -0.25 -0.14 0.30
O -1.141 -4.128 1.626 0.16 -0.22 -0.07
H 2.299 -0.100 2.848 0.00 0.00 0.01
H 1.032 0.242 3.853 0.01 0.00 -0.01
H 1.959 -1.848 4.548 0.02 0.01 -0.02
H 1.087 -4.064 4.566 -0.02 0.00 0.01
H 0.140 -4.606 3.222 0.04 0.00 -0.03
O -1.219 0.925 2.136 0.33 -0.46 -0.35
N -2.120 1.534 2.903 -0.11 0.06 -0.12
C -2.814 0.763 3.661 -0.06 -0.05 0.08
C -2.563 -0.657 3.622 0.07 0.06 -0.04
N -2.181 -1.726 3.452 0.04 -0.06 -0.06
C -3.798 1.315 4.541 0.02 -0.01 -0.07
N -4.601 1.713 5.256 -0.02 0.02 0.04
C 1.485 2.695 -1.981 -0.01 0.01 0.00
C 0.814 2.193 -0.698 -0.01 0.00 -0.03
C 1.895 1.943 0.362 0.00 -0.02 0.01
C -0.174 3.236 -0.167 -0.01 -0.02 -0.01
P -0.007 0.545 -0.995 0.04 -0.03 0.08
C 1.198 -0.502 -1.834 0.00 0.00 0.02
C 1.994 -1.355 -1.068 -0.02 -0.01 0.01
C 2.965 -2.143 -1.665 -0.01 0.00 -0.01
C 3.145 -2.088 -3.039 0.00 0.00 0.00
C 2.361 -1.241 -3.812 0.00 0.00 0.01
C 1.394 -0.449 -3.215 0.00 0.01 0.00
C -1.623 0.609 -1.921 0.00 -0.03 0.00
C -1.659 1.651 -3.043 0.01 0.00 0.00
C -1.904 -0.783 -2.501 0.00 -0.01 0.01
C -2.711 0.933 -0.885 -0.01 0.01 0.00
H 1.961 3.653 -1.763 0.00 0.01 0.00
H 0.773 2.861 -2.788 -0.01 0.00 -0.01
H 2.259 2.013 -2.330 0.01 0.00 0.00
H 2.422 2.880 0.551 0.02 0.00 -0.01
H 2.632 1.207 0.034 0.00 -0.01 0.01
H 1.455 1.626 1.313 -0.01 0.02 0.00
H 0.394 4.126 0.111 0.00 0.02 0.00
H -0.705 2.897 0.722 0.01 0.00 0.01
H -0.900 3.542 -0.917 -0.01 0.00 0.01
H 1.866 -1.403 0.010 0.01 0.00 -0.01
H 3.579 -2.799 -1.064 0.01 -0.01 0.01
H 3.899 -2.703 -3.510 0.01 0.00 -0.01
H 2.505 -1.194 -4.882 0.00 0.00 -0.01
H 0.801 0.212 -3.832 0.00 0.00 0.00
H -0.933 1.446 -3.828 0.01 0.00 0.00
H -1.504 2.666 -2.683 -0.01 0.01 0.00
H -2.648 1.615 -3.503 -0.01 -0.01 -0.01
H -1.170 -1.085 -3.245 0.00 0.02 -0.02
H -2.880 -0.752 -2.990 -0.02 -0.01 0.01
H -1.948 -1.555 -1.732 0.02 0.00 -0.02
H -2.569 1.897 -0.398 0.00 0.00 0.01
H -2.786 0.152 -0.113 -0.01 0.00 -0.02
H -3.680 0.948 -1.386 0.00 0.01 0.00
```
Positions in Å, forces in eV/Å.

## Properties
- 2S+1 = 3
- ⟨S²⟩ = 2.035
- net charge = +2
- HOMO energy (spin up / spin down) (eV) = -15.10 / -15.09
- DFT total energy (eV) = -72140.3089

Molecular formula: C3H2ClF3
Method: DFT, ωB97M-V with the def2-TZVPD basis set

The geometry in XYZ format:
```
9
Properties=species:S:1:pos:R:3:forces:R:3
C -0.256 -0.199 0.605 0.38 2.50 -0.52
C -1.338 -0.755 0.154 -3.61 3.68 -0.54
C -2.859 0.419 0.033 5.70 -1.94 1.28
F -1.617 -1.966 -0.207 0.02 -1.03 0.10
F -2.670 1.299 -0.947 -0.28 0.08 0.16
F -2.728 1.066 1.234 -1.02 -0.15 -1.08
Cl -4.219 -0.529 -0.165 -1.52 -0.41 0.02
H 0.695 -0.556 0.778 1.61 -1.93 0.25
H -0.099 0.906 0.604 -1.28 -0.81 0.33
```
Positions in Å, forces in eV/Å.

## Properties
- energy relative to the best compared isomer or geometry (same formula, charge and spin) (eV) = 1.5332
- net charge = 0
- HOMO energy (eV) = -10.43
- DFT total energy (eV) = -23815.7626

Molecular formula: C6H14O
Method: DFT, ωB97M-V with the def2-TZVPD basis set

The geometry in XYZ format:
```
21
Properties=species:S:1:pos:R:3:forces:R:3
C 2.400 0.249 -1.142 0.32 -0.20 0.02
C 1.185 0.048 -0.642 0.83 1.89 -0.08
C 0.552 1.299 0.040 0.75 -1.17 -0.92
C 0.223 0.922 1.490 -0.11 2.03 0.60
C 0.421 -1.231 -0.667 -0.59 0.15 1.09
C -1.083 -1.032 -1.023 0.62 -1.12 -0.68
H 2.821 1.242 -1.226 -0.01 0.15 0.42
H 3.101 -0.510 -1.430 -0.18 -0.63 -0.59
H -0.316 1.504 -0.580 -0.46 0.45 0.50
H 1.253 2.162 -0.069 -0.61 -0.76 0.27
H 0.916 1.319 2.245 0.96 -0.77 -0.60
H 0.097 -0.154 1.594 -0.39 0.34 0.43
H -0.574 1.578 1.864 -0.89 -0.94 -0.43
H 0.433 -1.615 0.368 0.01 -0.10 -0.33
H 0.905 -2.004 -1.236 0.24 -0.09 -0.57
H -1.604 -1.364 -0.140 -0.38 0.10 -0.07
H -1.473 -1.710 -1.790 0.50 -0.12 -0.03
H -1.343 -0.050 -1.403 -0.04 0.20 0.48
O -2.990 -0.049 1.182 -0.17 0.00 0.01
H -2.365 -0.411 0.540 -0.41 0.49 0.28
H -2.561 -0.193 2.027 0.01 0.07 0.20
```
Positions in Å, forces in eV/Å.

## Properties
- energy relative to the best compared isomer or geometry (same formula, charge and spin) (eV) = 1.9568
- net charge = 0
- HOMO energy (eV) = -9.25
- SMILES string = C=C(CC)CC.O
- DFT total energy (eV) = -8494.9355